Entry from the OMol25 dataset: a 2-piece molecular cluster, C3H7NO2S overall (ωB97M-V/def2-TZVPD).

Positions of all 14 atoms, in Å:
C 0.76 -0.05 -0.04
C 1.61 -0.10 -1.18
C -0.83 0.24 1.70
N -0.39 0.02 0.38
O -2.09 -1.40 -1.14
O -1.21 0.46 -2.27
S -1.95 0.04 -1.13
H 1.57 0.39 1.80
H 1.55 -1.09 -1.51
H 2.64 -0.02 -1.06
H 1.15 0.56 -1.96
H 0.01 0.03 2.38
H -1.26 1.37 1.85
H -1.56 -0.46 2.19

spin multiplicity	1
relative energy (zero: lowest compared OMol25 entry of this formula, charge and spin)	142.06	kcal/mol
Kohn-Sham gap (spin up / spin down)	8.062 / 8.050	eV